Entry 1:
14
Properties=species:S:1:pos:R:3:forces:R:3 method="wB97M-V/def2-TZVPD" e_lumo_ev=-1.07 homo_lumo_gap_ev=3.59 total_energy_ev=-25054.500 charge=0
H -1.326980 -0.282796 1.303004 -0.657 -0.812 -1.036
H 0.634172 -0.852516 -0.975214 0.180 0.194 -0.125
O 2.187582 0.549306 -0.874779 -0.636 0.033 -0.313
C -0.296817 1.096141 -0.288444 0.100 -1.064 0.187
C 0.985345 0.024535 -0.393021 -0.292 1.147 -0.769
H 0.093800 2.114137 -0.028267 -0.022 -0.446 -0.252
H 0.949200 -1.398262 1.396110 -0.355 0.157 -0.330
H 1.693114 0.165390 1.679190 -0.543 0.274 -0.255
O -0.776641 1.304953 2.200408 -0.317 1.696 1.104
C -0.572321 0.525854 1.116598 2.411 -1.267 2.070
C 0.903921 -0.337153 1.087817 -1.214 1.133 0.266
Li 1.683881 1.897366 -1.894765 -0.297 -0.778 0.799
K -0.675648 2.793613 4.523060 0.043 -0.799 -1.273
Li -2.529126 0.396818 -0.014520 1.598 0.533 -0.072

Entry 2:
11
Properties=species:S:1:pos:R:3:forces:R:3 method="wB97M-V/def2-TZVPD" e_lumo_ev=-1.22 homo_lumo_gap_ev=3.67 total_energy_ev=-22597.231 charge=0
H 1.748788 1.246605 -0.611376 -0.422 0.536 0.267
O -1.465276 -1.794206 -0.376320 -0.160 0.473 -0.227
C -0.163373 0.149009 -0.562473 1.123 -1.833 -0.867
H 2.116415 1.445494 1.769449 -0.152 -0.253 -0.156
H 0.238919 -0.483732 -1.542307 -0.961 2.503 0.977
H 0.720490 0.257654 2.099234 -0.171 0.487 -0.213
C 1.259801 0.887244 1.386448 -0.027 -0.246 -0.525
H -1.091333 0.748963 -0.538064 0.075 -0.247 -0.859
C -0.336500 -1.269176 -0.127829 -1.251 -1.348 0.878
C 0.983822 0.866959 0.075028 0.964 -0.218 0.278
K -4.011753 -2.054814 -1.571788 0.981 0.146 0.446

Entry 3:
13
Properties=species:S:1:pos:R:3:forces:R:3 method="wB97M-V/def2-TZVPD" e_lumo_ev="-4.25 / -4.25" homo_lumo_gap_ev="6.00 / 6.00" total_energy_ev=-42138.499 charge=+1
O -0.858459 -1.986070 -0.413859 0.322 -0.202 0.381
Li -1.760345 -0.507667 -1.172739 0.416 -0.466 0.288
H 1.164614 -1.023072 1.713645 0.030 0.016 -0.363
H -0.151583 1.898060 1.015310 -0.024 -0.189 -0.340
O -1.428135 1.185242 -0.390311 -3.927 0.652 -1.184
H 2.139109 -1.592367 0.286946 -0.193 0.275 0.046
H 0.766254 0.142822 -1.337252 0.036 -0.162 0.352
H 1.803775 1.008827 -0.121335 -0.227 -0.471 0.341
C 1.156488 -1.252051 0.639638 -0.498 -0.880 0.150
C -0.276238 1.244939 0.132695 3.753 -0.679 1.051
C 0.111487 -2.180078 0.306810 -0.015 1.495 -0.589
C 0.855134 0.488996 -0.297696 -1.070 1.366 -0.206
Lu -3.522105 2.572425 -0.361851 1.396 -0.757 0.074

Entry 4:
13
Properties=species:S:1:pos:R:3:forces:R:3 method="wB97M-V/def2-TZVPD" e_lumo_ev="-3.76 / -5.63" homo_lumo_gap_ev="7.42 / 7.25" total_energy_ev=-11099.455 charge=+1 spin_multiplicity=6 s2=8.755
C -0.405533 1.535881 -0.048404 3.478 -0.133 0.936
O -0.874281 -1.991293 -0.226818 -0.076 -0.673 0.269
C 1.322624 -1.845269 0.882176 -0.981 -1.137 -0.008
C 0.751472 0.987891 -0.505814 -1.415 1.257 -0.176
H 1.379739 -1.633615 1.951200 0.067 -0.093 -0.341
H 1.699348 1.339481 -0.096587 -0.340 -0.439 0.016
H 2.210129 -2.090316 0.296100 -0.258 0.018 0.245
H -0.371154 2.167273 0.853158 -0.070 -0.163 -0.380
Li -1.730902 -0.440415 -1.095630 0.270 -0.393 0.135
O -1.603044 1.324180 -0.561045 -0.745 -1.126 -0.950
C 0.135596 -2.139997 0.369422 1.206 1.953 -0.239
Ru -3.268974 2.346291 -0.363211 -1.273 0.907 0.139
H 0.754986 0.439913 -1.454548 0.136 0.022 0.354

Entry 5:
13
Properties=species:S:1:pos:R:3:forces:R:3 method="wB97M-V/def2-TZVPD" e_lumo_ev="-4.18 / -4.29" homo_lumo_gap_ev="5.81 / 7.17" total_energy_ev=-11096.885 charge=+1 spin_multiplicity=6 s2=8.757
H -0.011390 0.820648 -2.103789 -0.030 -0.348 0.225
H 1.786481 1.043103 -0.238061 0.849 -1.047 -0.373
C 1.066806 -0.672586 0.842555 -0.305 2.839 4.765
Ru -4.079817 -0.800080 -1.263517 -0.445 -0.190 -0.095
O 1.225705 -0.150441 1.999121 0.589 -0.891 -1.671
C -1.394586 0.360774 -0.560629 3.584 0.491 1.183
C -0.105016 0.535201 -1.051710 -2.943 -0.303 -0.796
H 1.213142 -1.154513 -0.592722 2.233 3.532 -2.697
H 1.193642 -1.776027 0.890849 -1.161 0.151 -0.302
O -2.439797 0.300043 -1.282208 -1.402 0.359 -1.102
C 1.115294 0.183679 -0.366149 -0.981 -4.001 1.138
H -1.540943 0.392158 0.536416 0.139 -0.491 -0.266
Li 1.970479 0.918043 3.189845 -0.126 -0.101 -0.011

Entry 6:
14
Properties=species:S:1:pos:R:3:forces:R:3 method="wB97M-V/def2-TZVPD" e_lumo_ev="-0.39 / -0.75" homo_lumo_gap_ev="3.23 / 6.05" total_energy_ev=-14049.769 charge=0 spin_multiplicity=3 s2=2.021
C 1.886462 0.182403 1.406636 -0.291 -0.278 0.122
H -2.732687 -0.840621 -0.623806 -0.105 0.483 0.001
C -0.068695 -0.183889 0.106920 -3.998 0.288 -3.757
H 2.369474 -0.699048 0.970962 -0.028 0.206 -0.002
H 2.590632 1.010683 1.519383 -0.082 -0.231 0.107
C -0.952759 0.069175 -1.230730 5.598 1.653 4.835
O -0.053038 0.923132 -1.657238 -1.092 2.519 -3.696
Pd -0.645169 -2.734129 -0.412414 -1.121 -2.126 -2.156
O 0.854973 0.676182 0.538036 0.903 1.227 0.272
C -2.296023 -0.019055 -1.191066 -1.287 -0.337 -0.809
H 1.428690 -0.104685 2.359789 0.315 0.123 -0.113
O -0.200035 -1.274282 0.640876 1.598 -1.888 5.673
Li 0.718641 2.280618 -0.697535 -0.431 -1.128 -0.386
H -2.900467 0.713518 -1.729812 0.020 -0.512 -0.089

Entry 7:
14
Properties=species:S:1:pos:R:3:forces:R:3 method="wB97M-V/def2-TZVPD" e_lumo_ev="-8.67 / -12.06" homo_lumo_gap_ev="6.28 / 6.28" total_energy_ev=-13131.447 charge=+2 spin_multiplicity=7 s2=12.013
O 0.646589 1.318128 -0.642121 0.282 -1.968 0.532
C 0.088123 -1.075972 -1.090978 1.011 -3.128 0.818
Ru -0.390216 -1.628382 1.906621 -1.431 -1.683 3.028
C 0.264249 -2.085764 -1.948078 -0.596 1.983 -0.971
H -1.161013 1.632702 2.679151 0.034 0.064 -0.271
H 0.271529 2.328968 1.841249 -0.133 -0.241 -0.072
O -0.484705 0.511161 1.143733 0.671 -1.027 -1.498
O 0.625092 -1.215002 0.192522 0.628 3.055 -2.414
H 0.357090 -3.088998 -1.519810 0.312 0.142 -0.304
H -1.338249 2.384286 1.038456 0.080 -0.086 0.279
H 0.262715 -1.849706 -3.014248 -0.565 -0.861 0.065
C 0.220909 0.398302 0.026700 -0.171 1.509 0.747
Li 1.325806 0.551948 -2.325743 0.389 0.516 -0.367
C -0.687920 1.818329 1.712546 -0.511 1.724 0.428

Entry 8:
13
Properties=species:S:1:pos:R:3:forces:R:3 method="wB97M-V/def2-TZVPD" e_lumo_ev="-11.08 / -11.08" homo_lumo_gap_ev="4.67 / 4.67" total_energy_ev=-18164.421 charge=+2
Mg -1.414542 -2.649945 -1.060810 -0.914 2.906 0.437
O 1.566565 -0.969872 0.262557 -0.211 -2.186 -1.710
H 1.212189 1.410879 -0.553815 -0.380 -0.278 -0.038
H -1.734514 1.652779 -0.024948 -0.014 -0.117 -0.144
H -0.932282 1.553064 -1.599676 -0.027 0.161 0.491
C -1.487748 -0.280672 -0.772221 0.557 -1.796 0.750
C -0.965865 1.104935 -0.592382 -0.800 0.558 -1.629
Na 2.663165 -3.329446 0.245629 0.413 0.677 0.291
H 0.425911 1.805728 0.967512 -0.291 -0.327 -0.322
C 0.673051 -0.249773 0.638739 3.344 2.124 6.955
O -1.176569 -1.042680 0.231833 -0.104 -1.124 -0.979
C 0.386313 1.115903 0.111619 -0.269 0.120 -0.381
H 0.784326 -0.120901 2.145963 -1.305 -0.718 -3.718

Entry 9:
14
Properties=species:S:1:pos:R:3:forces:R:3 method="wB97M-V/def2-TZVPD" e_lumo_ev="-9.51 / -9.51" homo_lumo_gap_ev="5.84 / 5.84" total_energy_ev=-16452.519 charge=+2
H 0.715365 2.595845 -0.431625 0.253 0.024 0.210
H -0.387696 -0.503837 2.244365 0.126 -0.491 0.143
H 2.074654 2.550596 -1.562373 0.105 0.296 0.324
C 1.806572 2.561407 -0.501928 -0.404 0.248 -0.865
H 1.122252 -1.138671 3.191075 -0.208 -0.292 -0.151
O 2.669004 -0.806427 0.930497 3.179 -1.476 1.303
H 2.289895 3.351431 0.076417 -0.150 -0.060 -0.359
C 1.662870 0.182680 -0.212757 -6.981 -2.618 0.748
Rb -2.065325 -1.636066 -1.769644 0.095 -0.015 -0.088
O 0.910170 0.094100 -1.150444 1.796 0.189 -1.024
Mg 3.345596 0.726241 1.908917 -0.785 -0.893 -1.128
C 0.629867 -0.891289 2.243456 0.302 0.311 -0.585
C 1.306313 -0.933089 1.089247 0.909 4.545 -0.655
O 2.291683 1.328561 0.081909 1.762 0.233 2.128

Entry 10:
13
Properties=species:S:1:pos:R:3:forces:R:3 method="wB97M-V/def2-TZVPD" e_lumo_ev="-15.77 / -16.07" homo_lumo_gap_ev="7.05 / 6.75" total_energy_ev=-41652.345 charge=+3 spin_multiplicity=6 s2=8.752
H 0.919086 -0.680499 -1.298518 0.769 -2.086 -1.746
C 1.499879 -1.310890 -3.462570 1.181 -1.137 -0.872
H 2.439427 -0.753067 -3.545702 -0.225 0.241 -0.005
Mn -3.170049 -2.996212 -2.186491 -1.629 -0.622 -0.087
C 1.623610 -1.826189 -5.749929 0.042 0.093 -0.451
H 1.176451 -2.104798 -6.704305 0.248 -0.211 0.134
O -0.304535 -1.031437 -0.590923 0.588 -3.245 -0.389
C 0.903115 -1.879891 -4.599701 -0.058 0.500 0.610
O -1.361851 -2.484113 -1.953447 0.258 -2.204 -0.372
C -0.506199 -2.012124 -1.273108 0.223 6.500 0.935
O 1.141561 -1.567062 -2.253596 -1.405 1.932 2.463
H 2.674800 -1.529661 -5.746229 -0.274 0.213 -0.129
H -0.102037 -2.293679 -4.550872 0.283 0.025 -0.091

Repeat the tenth record exactly.
13
Properties=species:S:1:pos:R:3:forces:R:3 method="wB97M-V/def2-TZVPD" e_lumo_ev="-15.77 / -16.07" homo_lumo_gap_ev="7.05 / 6.75" total_energy_ev=-41652.345 charge=+3 spin_multiplicity=6 s2=8.752
H 0.919086 -0.680499 -1.298518 0.769 -2.086 -1.746
C 1.499879 -1.310890 -3.462570 1.181 -1.137 -0.872
H 2.439427 -0.753067 -3.545702 -0.225 0.241 -0.005
Mn -3.170049 -2.996212 -2.186491 -1.629 -0.622 -0.087
C 1.623610 -1.826189 -5.749929 0.042 0.093 -0.451
H 1.176451 -2.104798 -6.704305 0.248 -0.211 0.134
O -0.304535 -1.031437 -0.590923 0.588 -3.245 -0.389
C 0.903115 -1.879891 -4.599701 -0.058 0.500 0.610
O -1.361851 -2.484113 -1.953447 0.258 -2.204 -0.372
C -0.506199 -2.012124 -1.273108 0.223 6.500 0.935
O 1.141561 -1.567062 -2.253596 -1.405 1.932 2.463
H 2.674800 -1.529661 -5.746229 -0.274 0.213 -0.129
H -0.102037 -2.293679 -4.550872 0.283 0.025 -0.091

What did the ninth record say?
14
Properties=species:S:1:pos:R:3:forces:R:3 method="wB97M-V/def2-TZVPD" e_lumo_ev="-9.51 / -9.51" homo_lumo_gap_ev="5.84 / 5.84" total_energy_ev=-16452.519 charge=+2
H 0.715365 2.595845 -0.431625 0.253 0.024 0.210
H -0.387696 -0.503837 2.244365 0.126 -0.491 0.143
H 2.074654 2.550596 -1.562373 0.105 0.296 0.324
C 1.806572 2.561407 -0.501928 -0.404 0.248 -0.865
H 1.122252 -1.138671 3.191075 -0.208 -0.292 -0.151
O 2.669004 -0.806427 0.930497 3.179 -1.476 1.303
H 2.289895 3.351431 0.076417 -0.150 -0.060 -0.359
C 1.662870 0.182680 -0.212757 -6.981 -2.618 0.748
Rb -2.065325 -1.636066 -1.769644 0.095 -0.015 -0.088
O 0.910170 0.094100 -1.150444 1.796 0.189 -1.024
Mg 3.345596 0.726241 1.908917 -0.785 -0.893 -1.128
C 0.629867 -0.891289 2.243456 0.302 0.311 -0.585
C 1.306313 -0.933089 1.089247 0.909 4.545 -0.655
O 2.291683 1.328561 0.081909 1.762 0.233 2.128